Version A
Entry from the OMol25 dataset: a 2-piece molecular cluster, CH5N3O2S overall (ωB97M-V/def2-TZVPD).

Calculated values
Orbital gap   0.240 hartree

Atoms and positions in Å:
C: -0.29840 -0.05503 -0.13882
H: -0.36880 -0.98614 -2.55903
H: -2.32101 0.12734 -0.90392
H: -1.53281 -0.08679 1.27370
H: 1.76687 -0.07696 1.93305
H: 2.20002 -1.55491 -1.73846
N: -1.35828 -0.07549 -1.10201
N: -0.50060 0.22018 1.17042
N: 0.95849 -0.37454 -0.46846
O: -1.22938 -1.09755 -2.03383
O: 1.21815 -0.07287 -1.88372
S: 0.52742 0.86750 2.31052

=====

Version B
Entry from the OMol25 dataset: one molecule with the formula CH5N3O2S (ωB97M-V/def2-TZVPD).

Calculated values
SMILES   O/N=C(\NO)NS
Orbital gap   0.340 hartree

Atoms and positions in Å:
C: 0.01066 0.15722 -0.20812
H: -2.96683 0.26552 1.06828
H: -1.14016 -1.50410 -0.45937
H: 2.02067 -0.18728 -0.20577
H: 0.99534 -1.89196 0.89527
H: 1.31936 2.79955 0.00271
N: -1.18124 -0.54719 -0.11661
N: 1.13128 -0.61924 -0.50136
N: 0.04961 1.42208 -0.06097
O: 1.05759 -1.94302 -0.04621
O: 1.39714 1.85287 -0.12240
S: -2.69342 0.19556 -0.24545

=====

The most stable of them is version B.

=====

Version A
Entry from the OMol25 dataset: a 2-piece molecular cluster, C5H7OP overall (ωB97M-V/def2-TZVPD).

Calculated values
Orbital gap (alpha / beta)   0.292 / 0.292 hartree

Atoms and positions in Å:
C: 1.83205 0.76478 0.10245
C: 1.39365 2.01327 0.07288
C: 0.72686 -0.15766 0.16552
C: -0.28742 0.68665 -0.02516
C: 0.97090 -1.64651 0.17481
O: -0.00940 1.97503 -0.03059
P: -3.84790 0.23526 0.04272
H: 2.83516 0.56830 0.18471
H: 1.95155 2.99292 -0.07235
H: 1.93978 -1.95977 -0.21901
H: 0.77132 -1.97445 1.11462
H: 0.30149 -2.10165 -0.40149
H: -4.37131 1.42318 -0.43152
H: -3.25794 0.86928 1.10493

=====

Version B
Entry from the OMol25 dataset: one molecule with the formula C5H7OP (ωB97M-V/def2-TZVPD).

Calculated values
SMILES   CC1=C[P@@H](=O)C=C1
Orbital gap   0.345 hartree

Atoms and positions in Å:
C: 0.14519 1.18447 -0.55127
C: -1.16764 1.39943 -0.70592
C: -0.36897 -0.95903 0.38075
C: 0.58246 -0.09134 0.05483
C: 1.97628 -0.46156 0.44090
O: -3.18000 -0.07287 0.69752
P: -2.03159 -0.16353 -0.14484
H: 0.98101 1.83554 -0.54885
H: -1.71805 2.25556 -0.98827
H: -0.10228 -1.98203 0.76099
H: 2.52953 0.31845 0.98763
H: 2.60413 -0.88504 -0.25339
H: 1.90946 -1.31024 1.14104
H: -2.15952 -1.06781 -1.27112

=====

The most stable of them is version B.